The following is a DFT calculation (ωB97M-V with the def2-TZVPD basis set) of C22H30N4O4PdS2Se as an isolated structure.

Calculated values
LUMO in eV: -0.277
Energy above the lowest of the compared OMol25 structures with the same formula, charge and spin in kJ/mol: 0.0
HOMO-LUMO gap in eV: 8.1

Geometry as XYZ:
```
64
C22H30N4O4PdS2Se (ωB97M-V with the def2-TZVPD basis set)
Pd -1.206 -1.622 -0.947
O -3.210 -1.372 -1.110
S -3.129 -1.093 -2.654
O -3.944 0.036 -2.985
O -3.360 -2.309 -3.377
O -1.629 -0.701 -2.683
C -0.237 1.285 -5.390
C 0.580 0.618 -4.295
C 2.072 0.902 -4.402
C 2.868 0.206 -3.304
N 2.487 0.680 -1.972
C 1.746 0.025 -1.057
Se 1.223 -1.774 -1.214
N 1.554 0.844 -0.001
C 0.844 0.515 1.234
C -0.360 1.417 1.498
C -1.295 1.588 0.307
C -2.549 2.372 0.666
C 2.214 2.044 -0.231
C 2.370 3.182 0.552
C 3.127 4.209 0.019
C 3.713 4.107 -1.248
C 3.565 2.971 -2.023
C 2.803 1.942 -1.486
H -1.293 1.043 -5.274
H 0.080 0.950 -6.380
H -0.133 2.372 -5.358
H 0.411 -0.461 -4.314
H 0.207 0.948 -3.323
H 2.256 1.980 -4.376
H 2.459 0.544 -5.360
H 3.943 0.369 -3.410
H 2.681 -0.866 -3.320
H 1.563 0.574 2.055
H 0.527 -0.521 1.141
H -0.038 2.401 1.849
H -0.903 0.961 2.332
H -1.579 0.606 -0.081
H -0.767 2.095 -0.507
H -3.095 1.882 1.475
H -3.218 2.449 -0.190
H -2.304 3.384 0.998
H 1.929 3.263 1.535
H 3.271 5.112 0.597
H 4.296 4.934 -1.628
H 4.024 2.891 -2.998
N -3.611 -2.583 1.261
C -2.460 -2.814 1.871
S -0.952 -2.761 1.063
N -2.528 -3.146 3.182
C -1.463 -3.286 4.115
C -1.587 -2.633 5.337
C -0.599 -2.764 6.298
C 0.524 -3.538 6.039
C 0.637 -4.194 4.823
C -0.357 -4.084 3.861
H -3.620 -2.232 0.292
H -4.467 -2.521 1.788
H -3.445 -3.085 3.600
H -2.456 -2.014 5.528
H -0.704 -2.254 7.246
H 1.301 -3.636 6.785
H 1.500 -4.813 4.618
H -0.276 -4.623 2.929
```